C22H31N5O6S | ωB97M-V/def2-TZVPD

## Properties
HOMO energy (eV): -8.17
ΔE to the lowest compared entry with this formula, charge and spin (kJ/mol): 39.6

Geometry (Å):
C -0.13 2.68 6.59
H 0.50 2.75 7.47
O 0.64 2.00 5.63
C 0.10 1.78 4.40
C -1.18 2.15 4.01
C -1.63 1.88 2.73
C -0.83 1.22 1.82
C 0.46 0.85 2.20
C 0.94 1.13 3.47
O 2.18 0.81 3.92
C 3.10 0.24 3.02
H 4.02 0.13 3.57
H 2.76 -0.74 2.67
H 3.27 0.90 2.16
H 1.11 0.37 1.48
C -1.34 0.92 0.43
N -2.08 -0.33 0.35
C -2.60 -0.81 -0.81
O -2.96 -2.00 -0.87
C -2.76 0.02 -1.98
C -3.23 -0.49 -3.21
N -3.49 -1.76 -3.49
H -3.48 -2.43 -2.74
H -3.89 -1.95 -4.40
C -3.37 0.58 -4.15
N -3.06 1.77 -3.70
S -2.56 1.74 -2.17
C -3.88 0.38 -5.52
O -4.21 -0.71 -5.95
N -3.93 1.51 -6.25
H -4.27 1.48 -7.20
H -3.64 2.38 -5.84
C -2.18 -1.21 1.50
H -2.27 -0.62 2.41
H -3.09 -1.81 1.36
C -0.98 -2.17 1.63
O -0.57 -2.68 0.38
H -1.38 -2.91 -0.11
H -0.11 -1.64 2.05
H -1.25 -2.98 2.31
C -0.16 0.97 -0.56
O 0.25 2.04 -0.98
N 0.36 -0.22 -0.88
H 0.02 -1.08 -0.46
C 1.52 -0.36 -1.74
C 2.67 -1.02 -0.98
H 2.29 -1.92 -0.50
H 3.02 -0.34 -0.20
C 3.85 -1.40 -1.88
C 4.87 -2.21 -1.08
H 5.26 -1.62 -0.25
H 4.41 -3.10 -0.67
H 5.70 -2.51 -1.71
C 4.52 -0.16 -2.48
H 3.84 0.38 -3.12
H 4.86 0.51 -1.68
H 5.39 -0.45 -3.07
H 3.48 -2.02 -2.70
H 1.78 0.64 -2.08
H 1.24 -0.97 -2.61
H -2.02 1.75 0.17
H -2.63 2.18 2.45
H -1.83 2.66 4.70
H -1.04 2.12 6.84
H -0.40 3.68 6.26